Record 1
{
  "formula": "C4H8O",
  "method": "ωB97M-V/def2-TZVPD",
  "smiles": "CC#CC.O",
  "de_lowest_kj_mol": 187.0,
  "total_charge": 0,
  "energy_ev": -6323.22925,
  "species": ["C", "C", "C", "C", "H", "H", "H", "H", "H", "H", "O", "H", "H"],
  "xyz": [[1.575, -0.447, -1.056], [1.139, 0.094, -0.009], [1.979, -1.026, -2.354], [0.428, 0.601, 1.140], [1.595, -0.390, -3.169], [1.551, -2.036, -2.465], [3.076, -1.096, -2.449], [1.040, 0.622, 2.057], [-0.450, -0.043, 1.317], [0.076, 1.624, 0.927], [-3.821, 1.036, 1.901], [-3.421, 0.271, 2.374], [-4.767, 0.790, 1.787]],
  "atomic_forces_ev_per_a": [[-1.73, 2.19, 3.94], [2.05, -2.77, -4.97], [0.01, 0.09, 0.17], [-0.40, 0.42, 0.63], [0.19, -0.30, 0.26], [0.20, 0.39, 0.00], [-0.44, 0.03, 0.05], [-0.20, -0.01, -0.38], [0.26, 0.34, 0.06], [0.04, -0.36, 0.24], [-0.54, -1.04, 0.37], [-0.48, 0.81, -0.51], [1.03, 0.23, 0.14]]
}

***

Record 2
{
  "formula": "C4H11N2O2",
  "method": "ωB97M-V/def2-TZVPD",
  "de_lowest_kj_mol": 496.8,
  "total_charge": 1,
  "energy_ev": -11390.97471,
  "species": ["C", "C", "C", "C", "N", "N", "O", "O", "H", "H", "H", "H", "H", "H", "H", "H", "H", "H", "H"],
  "xyz": [[0.458, -1.222, 0.802], [1.661, 0.321, -0.689], [-0.514, -0.390, -0.051], [-2.012, 1.558, 0.396], [-1.133, -0.866, -1.167], [1.858, -0.837, 0.579], [2.424, 1.407, -0.287], [-0.952, 0.617, 0.662], [0.041, -0.924, 1.726], [0.316, -2.287, 0.809], [2.058, -0.194, -1.531], [-2.064, 1.635, -0.709], [-1.774, 2.445, 0.980], [-2.970, 1.059, 0.627], [-0.762, -1.648, -1.539], [-2.096, -0.717, -1.480], [2.483, -0.606, 1.377], [2.298, -1.706, 0.349], [3.364, 1.257, -0.487]],
  "atomic_forces_ev_per_a": [[-0.75, 0.51, 0.34], [-0.52, 0.78, 2.01], [1.03, 1.25, -1.64], [-0.57, -1.62, -1.88], [-1.67, 2.64, 2.21], [0.02, -0.64, -0.04], [-0.35, -0.89, -0.43], [0.09, -0.67, 0.77], [0.44, 0.28, 1.62], [-0.06, -0.53, -0.69], [0.70, -0.54, -0.79], [0.24, 0.97, 0.59], [-0.24, -0.13, -0.38], [0.40, 0.52, 0.58], [1.57, -3.04, -1.44], [0.66, 0.58, 0.58], [-1.32, 0.87, -0.17], [0.60, -0.63, -1.08], [-0.26, 0.30, -0.15]]
}

***

Record 3
{
  "formula": "C9H15NO3",
  "method": "ωB97M-V/def2-TZVPD",
  "de_lowest_kj_mol": 800.7,
  "total_charge": 0,
  "energy_ev": -17202.00122,
  "species": ["C", "C", "C", "C", "C", "C", "C", "C", "C", "N", "O", "O", "O", "H", "H", "H", "H", "H", "H", "H", "H", "H", "H", "H", "H", "H", "H", "H"],
  "xyz": [[-0.964, 0.992, -0.446], [1.422, -0.294, -0.513], [0.304, 1.138, -0.701], [2.588, 0.079, 0.087], [-3.176, -1.059, 0.446], [-4.393, 1.151, 0.875], [4.125, 1.890, 0.561], [3.744, -1.771, 0.776], [-3.379, 0.389, -0.004], [-2.145, 1.006, -0.240], [0.932, -1.349, -0.921], [2.825, 1.415, 0.538], [3.662, -0.737, -0.207], [0.264, 1.135, -1.769], [0.894, 1.938, -0.432], [-2.922, -1.735, -0.395], [-2.404, -0.948, 1.170], [-4.008, -1.280, 1.196], [-5.329, 0.588, 1.017], [-4.699, 2.109, 0.284], [-3.969, 1.328, 1.876], [4.559, 1.646, 1.632], [3.992, 3.059, 0.355], [4.885, 1.523, -0.170], [4.663, -2.322, 0.742], [3.051, -2.572, 0.528], [3.487, -1.379, 1.772], [-3.788, 0.591, -1.072]],
  "atomic_forces_ev_per_a": [[-6.76, 0.61, 2.71], [-0.70, -0.58, 0.22], [2.78, -1.68, -1.95], [-0.39, 0.78, -1.16], [-1.35, 0.70, 0.86], [0.07, 1.60, -0.86], [1.53, 2.13, 1.38], [-0.83, -0.52, 0.11], [-2.65, -0.09, -2.48], [4.84, 0.59, -0.03], [0.39, 0.77, 0.15], [-0.91, -1.67, -0.87], [0.19, 0.25, 1.17], [0.56, -0.20, -1.29], [0.82, 1.82, 1.37], [-0.38, 0.13, 0.96], [1.37, -0.46, 0.22], [0.51, -0.56, -1.83], [0.55, -0.08, -0.30], [0.70, -1.36, 1.60], [-0.22, 0.38, -0.36], [-0.49, 0.92, -1.95], [0.68, -2.40, 0.84], [-1.05, -0.12, 0.24], [1.12, 0.49, 0.03], [-0.69, 0.18, -0.01], [0.39, -0.19, -0.26], [-0.07, -1.44, 1.49]]
}

***

Record 4
{
  "formula": "C63H83N14O",
  "method": "ωB97M-V/def2-TZVPD",
  "total_charge": 1,
  "energy_ev": -89578.26998,
  "species": ["C", "C", "C", "C", "N", "N", "C", "C", "C", "C", "C", "C", "C", "O", "C", "C", "N", "C", "C", "C", "C", "C", "N", "N", "H", "H", "H", "H", "H", "H", "H", "H", "H", "H", "H", "H", "H", "H", "H", "H", "H", "H", "H", "H", "H", "H", "H", "H", "H", "H", "H", "H", "H", "H", "H", "H", "H", "H", "H", "H", "H", "H", "N", "C", "C", "C", "C", "C", "H", "H", "H", "H", "H", "N", "C", "C", "C", "C", "C", "H", "H", "H", "H", "H", "N", "C", "C", "C", "C", "C", "H", "H", "H", "H", "H", "N", "C", "C", "C", "C", "C", "H", "H", "H", "H", "H", "N", "C", "C", "C", "C", "C", "H", "H", "H", "H", "H", "N", "C", "C", "C", "C", "C", "H", "H", "H", "H", "H", "N", "C", "C", "C", "C", "C", "H", "H", "H", "H", "H", "N", "C", "C", "C", "C", "C", "H", "H", "H", "H", "H", "N", "C", "C", "C", "C", "C", "H", "H", "H", "H", "H"],
  "xyz": [[-0.312, -2.333, 1.868], [0.251, -1.702, 3.146], [0.180, -0.178, 3.188], [1.059, 0.486, 2.117], [0.321, 1.296, 1.134], [-0.165, 0.594, 0.025], [-1.608, 0.458, -0.153], [-2.187, 1.429, -1.186], [-3.459, 0.892, -1.836], [-4.648, 0.803, -0.877], [-5.705, -0.203, -1.354], [-7.151, 0.242, -1.125], [-8.104, -0.941, -1.059], [-9.394, -0.504, -1.425], [-10.320, -1.556, -1.600], [0.684, 0.039, -0.828], [2.024, 0.072, -0.749], [2.466, -0.670, -1.755], [3.888, -0.989, -2.025], [4.260, -2.481, -1.879], [3.454, -3.409, -2.785], [4.193, -2.925, -0.407], [1.448, -1.133, -2.486], [0.288, -0.681, -1.906], [0.160, -3.294, 1.659], [-1.388, -2.507, 1.945], [-0.146, -1.697, 0.994], [-0.282, -2.118, 4.001], [1.299, -1.987, 3.257], [0.537, 0.150, 4.166], [-0.851, 0.178, 3.103], [1.770, 1.170, 2.581], [1.658, -0.284, 1.623], [0.860, 2.091, 0.815], [-1.825, -0.585, -0.422], [-2.032, 0.618, 0.835], [-1.435, 1.640, -1.953], [-2.403, 2.372, -0.677], [-3.730, 1.529, -2.681], [-3.253, -0.105, -2.253], [-4.328, 0.561, 0.140], [-5.119, 1.789, -0.821], [-5.525, -1.174, -0.881], [-5.582, -0.361, -2.431], [-7.256, 0.857, -0.228], [-7.474, 0.863, -1.964], [-7.765, -1.740, -1.734], [-8.128, -1.356, -0.042], [-11.311, -1.184, -1.344], [-10.092, -2.405, -0.947], [-10.328, -1.904, -2.638], [4.446, -0.424, -1.276], [4.185, -0.613, -3.008], [5.296, -2.534, -2.221], [3.922, -4.394, -2.819], [3.402, -3.049, -3.818], [2.443, -3.566, -2.399], [3.684, -3.882, -0.293], [3.660, -2.215, 0.230], [5.190, -3.048, 0.017], [1.449, -1.735, -3.292], [-0.628, -0.887, -2.268], [3.265, -6.070, 0.916], [3.927, -7.038, 1.547], [3.626, -8.385, 1.412], [2.580, -8.752, 0.581], [1.881, -7.754, -0.082], [2.267, -6.438, 0.116], [4.732, -6.719, 2.199], [4.200, -9.126, 1.952], [2.313, -9.792, 0.453], [1.054, -7.989, -0.739], [1.737, -5.633, -0.387], [1.575, -4.445, 4.905], [1.597, -5.109, 3.751], [0.889, -6.280, 3.525], [0.116, -6.794, 4.554], [0.083, -6.112, 5.760], [0.826, -4.947, 5.885], [2.225, -4.692, 2.970], [0.954, -6.776, 2.565], [-0.448, -7.708, 4.420], [-0.504, -6.474, 6.593], [0.823, -4.393, 6.817], [-6.515, 2.472, 2.476], [-7.292, 2.285, 3.542], [-8.397, 3.071, 3.833], [-8.722, 4.105, 2.970], [-7.924, 4.310, 1.856], [-6.837, 3.473, 1.660], [-7.016, 1.465, 4.196], [-8.988, 2.871, 4.716], [-9.579, 4.738, 3.161], [-8.134, 5.105, 1.153], [-6.189, 3.610, 0.799], [-2.896, 6.294, 1.419], [-2.244, 6.863, 0.409], [-1.196, 6.251, -0.265], [-0.810, 4.981, 0.134], [-1.483, 4.379, 1.186], [-2.518, 5.076, 1.794], [-2.576, 7.856, 0.126], [-0.699, 6.762, -1.078], [0.004, 4.473, -0.370], [-1.220, 3.388, 1.533], [-3.070, 4.634, 2.616], [-6.389, 8.962, 2.187], [-5.725, 8.092, 1.426], [-5.817, 8.064, 0.041], [-6.646, 8.977, -0.589], [-7.340, 9.889, 0.190], [-7.174, 9.841, 1.568], [-5.086, 7.384, 1.939], [-5.260, 7.337, -0.537], [-6.746, 8.969, -1.668], [-7.998, 10.623, -0.254], [-7.701, 10.542, 2.206], [9.304, -1.140, -3.477], [8.662, -1.227, -2.316], [7.647, -0.359, -1.939], [7.285, 0.653, -2.814], [7.951, 0.757, -4.024], [8.951, -0.163, -4.307], [8.972, -2.031, -1.656], [7.157, -0.479, -0.981], [6.498, 1.351, -2.555], [7.705, 1.532, -4.738], [9.492, -0.116, -5.246], [3.890, -1.415, 3.241], [4.630, -0.651, 2.438], [6.007, -0.756, 2.330], [6.657, -1.705, 3.105], [5.900, -2.505, 3.945], [4.523, -2.324, 3.978], [4.084, 0.080, 1.846], [6.556, -0.104, 1.663], [7.732, -1.816, 3.058], [6.362, -3.258, 4.569], [3.898, -2.937, 4.619], [-6.305, 6.301, -2.841], [-5.994, 5.902, -4.072], [-6.553, 4.786, -4.678], [-7.484, 4.043, -3.968], [-7.817, 4.449, -2.685], [-7.203, 5.582, -2.172], [-5.266, 6.507, -4.602], [-6.268, 4.514, -5.685], [-7.946, 3.168, -4.407], [-8.539, 3.904, -2.092], [-7.437, 5.934, -1.172], [12.267, -4.389, -3.163], [13.497, -4.864, -3.339], [14.629, -4.063, -3.396], [14.476, -2.693, -3.264], [13.200, -2.185, -3.082], [12.131, -3.070, -3.039], [13.584, -5.940, -3.439], [15.604, -4.509, -3.541], [15.334, -2.035, -3.303], [13.027, -1.122, -2.978], [11.123, -2.696, -2.912]],
  "atomic_forces_ev_per_a": [[-0.06, 0.06, 0.01], [0.02, -0.12, -0.16], [-0.03, 0.01, 0.04], [0.03, -0.17, 0.10], [-0.05, 0.20, 0.11], [0.13, 0.02, -0.02], [0.01, -0.02, 0.05], [-0.10, 0.08, 0.06], [0.13, -0.08, 0.17], [-0.27, 0.10, -0.25], [0.00, 0.07, 0.02], [-0.11, -0.04, -0.05], [-0.03, 0.05, -0.05], [-0.04, 0.06, 0.07], [-0.02, -0.04, 0.07], [-0.48, 0.01, 0.02], [0.23, -0.06, -0.04], [-0.15, -0.06, -0.02], [0.27, 0.10, 0.13], [0.01, -0.02, 0.04], [-0.05, -0.02, -0.02], [-0.05, -0.10, 0.01], [-0.14, 0.01, -0.16], [0.30, 0.02, 0.12], [-0.03, -0.06, 0.05], [0.00, 0.07, -0.03], [0.06, -0.06, 0.03], [0.09, 0.00, 0.07], [-0.01, 0.00, 0.07], [-0.09, 0.00, 0.02], [0.02, 0.00, -0.07], [-0.05, 0.03, 0.00], [0.05, 0.07, -0.02], [0.09, -0.09, -0.06], [0.01, 0.01, -0.01], [-0.04, -0.03, -0.03], [0.01, 0.00, 0.02], [0.09, 0.07, -0.13], [-0.01, -0.05, -0.03], [0.00, 0.01, 0.01], [-0.02, -0.01, -0.01], [0.12, 0.04, 0.09], [-0.01, 0.02, 0.01], [0.03, -0.09, 0.03], [0.09, -0.09, 0.06], [0.05, 0.05, 0.03], [-0.01, 0.04, -0.06], [0.04, -0.08, -0.04], [0.02, 0.02, -0.05], [-0.02, 0.03, 0.02], [0.05, -0.02, 0.02], [0.07, 0.04, -0.11], [-0.14, -0.03, -0.04], [0.00, 0.04, 0.05], [0.01, 0.01, 0.03], [0.00, 0.02, 0.01], [0.00, 0.00, -0.03], [0.08, -0.05, 0.00], [0.00, 0.05, -0.06], [-0.02, 0.06, 0.04], [-0.01, -0.02, 0.03], [0.02, 0.00, -0.02], [0.00, -0.03, -0.06], [0.00, 0.02, 0.04], [0.00, 0.00, 0.01], [-0.01, 0.02, 0.01], [0.01, -0.02, -0.01], [-0.05, 0.02, 0.00], [0.01, 0.00, -0.01], [0.00, 0.00, 0.00], [0.00, 0.00, 0.00], [0.01, 0.00, -0.01], [0.00, -0.01, 0.00], [0.04, 0.01, 0.02], [0.07, 0.03, -0.02], [0.01, 0.00, 0.00], [-0.01, 0.03, 0.00], [0.00, 0.00, 0.00], [-0.01, -0.01, 0.01], [-0.02, 0.00, -0.02], [0.00, -0.01, 0.01], [0.00, 0.00, 0.00], [0.00, 0.00, 0.00], [0.00, 0.00, 0.00], [0.03, -0.06, 0.01], [-0.01, 0.02, 0.00], [-0.02, -0.01, -0.01], [0.03, -0.04, 0.01], [-0.03, 0.04, -0.01], [0.06, -0.01, -0.09], [0.00, 0.00, 0.00], [0.00, 0.00, 0.00], [0.01, 0.01, 0.01], [0.02, 0.02, 0.02], [-0.02, 0.04, 0.00], [-0.05, 0.00, 0.00], [0.03, -0.01, 0.00], [0.00, 0.00, -0.01], [-0.02, 0.01, 0.00], [-0.01, -0.08, 0.02], [0.01, -0.02, -0.03], [0.00, 0.00, 0.00], [0.00, 0.00, 0.00], [0.01, 0.01, 0.00], [0.02, 0.02, 0.01], [0.00, 0.00, 0.00], [-0.02, 0.00, 0.01], [-0.04, -0.01, 0.02], [0.00, -0.04, 0.00], [-0.02, 0.03, -0.03], [0.00, -0.01, 0.01], [-0.01, 0.00, -0.02], [0.02, 0.04, 0.01], [0.00, -0.01, 0.01], [0.00, -0.01, 0.00], [0.00, 0.01, 0.00], [0.00, 0.00, 0.00], [0.00, 0.03, 0.01], [-0.03, -0.01, 0.00], [-0.06, -0.03, 0.02], [-0.04, 0.02, 0.00], [-0.01, -0.04, 0.00], [-0.03, 0.00, -0.01], [0.00, 0.00, 0.00], [0.02, 0.00, 0.01], [0.02, 0.02, 0.00], [0.01, 0.01, 0.01], [0.01, 0.01, 0.00], [-0.05, 0.10, -0.14], [-0.03, -0.03, 0.00], [0.00, 0.00, 0.02], [-0.01, -0.02, 0.00], [0.02, 0.02, -0.03], [-0.02, -0.09, 0.04], [0.04, 0.02, -0.01], [0.00, 0.02, 0.02], [0.00, 0.00, 0.00], [0.00, 0.00, 0.00], [-0.04, 0.01, 0.00], [0.07, 0.05, -0.03], [-0.04, -0.05, 0.00], [0.00, -0.01, 0.00], [0.01, 0.02, 0.01], [0.00, -0.02, 0.01], [0.00, -0.03, 0.07], [0.00, 0.00, 0.00], [0.00, 0.00, 0.00], [0.00, 0.00, 0.00], [0.00, 0.00, 0.00], [-0.02, 0.00, -0.01], [-0.04, -0.02, 0.01], [0.02, 0.01, 0.00], [0.00, 0.00, 0.00], [-0.01, -0.01, 0.00], [0.00, 0.02, -0.01], [0.05, -0.04, 0.03], [0.00, 0.00, 0.00], [0.00, 0.00, 0.00], [0.00, 0.00, 0.00], [0.00, 0.00, 0.00], [0.02, -0.01, -0.06]]
}

***

| no. | strongest force on any atom (eV/A) | HOMO level (eV) |
| --- | --- | --- |
| 1 | 6.1 | -9.088 |
| 2 | 3.8 | -11.846 |
| 3 | 7.3 | -6.355 |
| 4 | 0.5 | -10.462 |